Entry 1:
ORCA calculation (ωB97M-V/def2-TZVPD) on a 15-piece molecular cluster, H29O15 overall at a distorted geometry.

Geometry as ORCA input:
```
! wB97M-V def2-TZVPD RIJCOSX def2/J DEFGRID3
* xyz -1 1
O 1.48595 1.84240 -2.14041
H 1.97759 1.07401 -1.62045
H -3.09579 -1.69732 -2.29415
O 3.10355 -1.08576 0.02166
H 2.08823 -0.99236 -0.03572
H 3.43758 -0.71932 0.74402
O -3.33397 -0.85540 -2.04785
H -4.33372 -0.06471 0.18973
H -1.40667 -1.00582 5.19718
O 1.95578 -3.77412 0.91727
H 1.24297 -3.29169 0.65770
H 2.81103 -3.36335 0.44643
O -1.52471 -3.60438 1.62583
H -0.72397 -3.38425 2.17405
H -0.55538 -0.82691 1.13810
O 0.87400 5.00306 0.60745
H 0.71713 -0.66042 -3.13074
H 0.76293 4.55117 1.40362
O -4.84019 0.45434 0.87290
H -1.27826 -3.01464 0.92143
H -4.35652 0.21528 1.76909
O 2.53419 -1.98268 2.90171
H 1.72403 -1.45478 2.78582
H 1.10990 1.33136 -2.84966
O -0.07009 -2.54229 -0.23750
H -0.34636 -3.15354 -0.77086
H -0.02571 -0.53175 5.27945
O 0.85167 -0.75215 -2.09509
H 0.29432 -1.39384 -1.58343
O -2.29924 1.14216 -1.03846
H -1.98447 0.37490 -1.33883
H -2.56327 1.71727 -1.67198
O -0.45908 4.00190 -2.93695
H -0.87432 3.15742 -3.24778
H 0.40962 3.65638 -2.70114
O -0.35902 -0.11637 0.73072
H -0.02700 -0.25796 -0.19450
H 2.56293 -2.77366 2.25202
O -0.82658 -0.43583 5.81412
H 0.02073 4.61765 0.12224
H -4.13788 -0.61907 -2.57131
O 3.15678 4.02314 -1.29141
H 3.91523 3.57144 -1.15782
H 2.38606 3.62049 -1.61651
*
```

For the HOMO-LUMO gap, the calculation gives 8.346 eV. The highest occupied orbital energy is -6.35 eV.

=====

Entry 2:
ORCA calculation (ωB97M-V/def2-TZVPD) on C42H33CrFO3P2S as an isolated structure.

Geometry as ORCA input:
```
! wB97M-V def2-TZVPD RIJCOSX def2/J DEFGRID3
* xyz 0 5
Cr -0.08598 -0.87059 0.95595
O -1.18713 -2.34830 -0.09262
S -0.34719 -3.50548 0.34777
O -1.08169 -4.68954 0.66168
O 0.54301 -2.97515 1.40027
C 0.68766 -3.87160 -1.05725
C 0.61224 -5.15425 -1.58014
C 1.36728 -5.48768 -2.69524
C 2.18488 -4.53996 -3.28850
C 2.25577 -3.25883 -2.76247
C 1.51967 -2.90474 -1.63756
P 1.65409 -1.20450 -0.95450
C 3.40963 -1.05161 -0.51289
C 3.89266 0.22278 -0.21246
C 5.18019 0.38972 0.26559
C 5.99439 -0.71816 0.46936
C 5.51479 -1.98808 0.19178
C 4.22571 -2.15661 -0.29842
C 1.44720 -0.16260 -2.43732
C 2.49200 0.29218 -3.23677
C 2.22542 1.07493 -4.35092
C 0.91668 1.40421 -4.67740
C -0.13161 0.95167 -3.88732
C 0.13586 0.17547 -2.77031
H -0.04201 -5.87241 -1.10724
H 1.31080 -6.48820 -3.10315
H 2.76894 -4.79602 -4.16289
H 2.89472 -2.51969 -3.23106
H 3.24851 1.08639 -0.33561
H 5.54298 1.38180 0.49971
H 6.99754 -0.58974 0.85435
H 6.14132 -2.85425 0.36034
H 3.85612 -3.15371 -0.50123
H 3.51602 0.04762 -2.98097
H 3.04252 1.43031 -4.96546
H 0.71516 2.01744 -5.54617
H -1.15523 1.20558 -4.13002
H -0.68324 -0.18178 -2.15397
C -4.28554 0.59308 -3.26616
C -4.08211 -0.55906 -2.51424
C -3.41127 -0.48985 -1.30474
C -2.93999 0.73791 -0.83165
C -3.14517 1.88679 -1.58733
C -3.81811 1.81212 -2.80163
P -2.03546 0.73813 0.75178
C -1.62182 2.49102 0.98511
C -2.42493 3.37497 1.69695
C -2.04289 4.70364 1.82978
C -0.86720 5.15309 1.24735
C -0.06336 4.27347 0.53303
C -0.43577 2.94548 0.41011
C -3.32462 0.38471 1.98656
C -4.68225 0.58992 1.76224
C -5.59864 0.33677 2.77260
C -5.16298 -0.11779 4.00960
C -3.81008 -0.32784 4.23857
C -2.89328 -0.08362 3.22789
H -4.80811 0.53754 -4.21249
H -4.44271 -1.51383 -2.87379
H -3.23534 -1.39176 -0.73176
H -2.78381 2.84406 -1.23423
H -3.97565 2.71255 -3.38163
H -3.34010 3.02682 2.15912
H -2.66392 5.38799 2.39324
H -0.57101 6.18814 1.35740
H 0.86123 4.61927 0.08985
H 0.20642 2.24686 -0.11662
H -5.02299 0.94059 0.79548
H -6.65431 0.49279 2.59260
H -5.88079 -0.31672 4.79483
H -3.47022 -0.69193 5.19901
H -1.83523 -0.25655 3.39887
F 3.62182 1.68835 5.24985
C 2.76553 1.17763 4.32906
C 3.13336 0.05368 3.62207
C 2.24630 -0.44344 2.67399
C 1.00198 0.15006 2.39445
C 0.69075 1.27493 3.17279
C 1.55095 1.79732 4.13336
H 4.08964 -0.41635 3.81395
H 2.54617 -1.34143 2.14142
H -0.25678 1.78459 3.03576
H 1.29260 2.66928 4.72063
*
```

For the HOMO-LUMO gap (spin up / spin down), the calculation gives 7.781 / 8.627 eV. As for the expectation value of S²: 6.03. The highest occupied orbital energy (spin up / spin down) is -7.39 / -8.26 eV.

=====

Entry 3:
ORCA calculation (ωB97M-V/def2-TZVPD) on a 11-piece molecular cluster, C50H60Br6O overall at a distorted geometry.

Geometry as ORCA input:
```
! wB97M-V def2-TZVPD RIJCOSX def2/J DEFGRID3
* xyz 0 1
Br -7.46876 5.31401 8.16349
C -7.11734 3.80003 6.86794
C -6.47349 4.31242 5.60511
Br -5.93373 2.63531 4.57223
H -8.05769 3.24892 6.85703
H -6.43842 3.07972 7.32436
H -5.53097 4.78079 5.88864
H -7.14283 4.91370 4.98985
Br 6.14058 8.00616 -4.18843
C 5.09863 6.76149 -3.17925
C 5.00425 5.40150 -3.86983
Br 4.21009 4.26165 -2.46094
H 4.09705 7.18195 -3.08895
H 5.53355 6.72781 -2.18034
H 5.99461 4.99547 -4.07581
H 4.37642 5.28770 -4.75355
Br -0.82554 4.86655 5.37046
C -0.20379 6.39349 4.20108
C 0.48626 5.91862 2.95528
Br 1.41802 7.45829 2.02519
H 0.45161 7.02476 4.80112
H -0.97884 7.09007 3.88143
H -0.27705 5.50995 2.29313
H 1.18145 5.10649 3.16805
C -0.83406 1.09528 0.99932
C 0.49905 0.99861 0.44240
C 0.66740 0.20926 -0.75673
C -0.46513 -0.45759 -1.33463
C -1.68546 -0.34954 -0.67132
C -1.87620 0.39011 0.46434
H -1.06918 1.71561 1.85156
H 1.32361 1.54508 0.87584
H 1.61373 0.09101 -1.26356
H -0.28600 -1.01090 -2.24466
H -2.47408 -0.90470 -1.15739
H -2.83592 0.49933 0.94746
C 5.97854 -0.20073 0.73353
C 5.23392 -1.20462 1.32675
C 5.42796 -1.56835 2.64980
C 6.48642 -1.01265 3.37209
C 7.24701 -0.00962 2.75300
C 6.87595 0.45287 1.50623
H 5.76183 0.00003 -0.30529
H 4.48572 -1.74410 0.76502
H 4.88498 -2.40783 3.05831
H 6.62053 -1.38323 4.37761
H 8.03300 0.51237 3.27851
H 7.32896 1.35434 1.12088
C -1.95045 -7.00180 -3.47027
C -1.41984 -6.22916 -2.42803
C -0.09808 -5.76390 -2.46367
C 0.72647 -6.22264 -3.47330
C 0.29620 -7.04980 -4.51608
C -1.05236 -7.38516 -4.46295
H -2.99956 -7.25772 -3.45320
H -2.09179 -5.87549 -1.66005
H 0.22898 -5.10473 -1.67316
H 1.78132 -5.99097 -3.46922
H 1.09120 -7.34841 -5.18329
H -1.36584 -8.00373 -5.29090
C -0.10576 6.20807 -5.04812
C -0.46286 5.42841 -3.90657
C -0.51147 4.09636 -4.11220
C -0.12589 3.52140 -5.33841
C 0.31964 4.31227 -6.42639
C 0.41377 5.69289 -6.21768
H -0.14607 7.28065 -4.92826
H -0.85704 5.91213 -3.02508
H -0.73332 3.40473 -3.31293
H -0.05737 2.44452 -5.38345
H 0.57998 3.84670 -7.36547
H 0.77568 6.37408 -6.97361
C 5.48658 0.65206 -8.08270
C 6.81672 0.97641 -7.86829
C 7.34120 0.92072 -6.56269
C 6.55712 0.43346 -5.52987
C 5.18130 0.12503 -5.80805
C 4.61336 0.27288 -7.08175
H 5.01163 0.73285 -9.04929
H 7.46094 1.29467 -8.67456
H 8.38096 1.18427 -6.43688
H 6.84505 0.30552 -4.49685
H 4.45958 -0.22167 -5.08327
H 3.57839 -0.03230 -7.12775
C 1.72757 -2.53437 8.08223
C 1.96150 -1.19450 7.82461
C 1.79424 -0.69202 6.56179
C 1.38094 -1.59536 5.53896
C 1.21909 -2.92546 5.71401
C 1.28064 -3.36935 7.03754
H 1.88883 -2.87446 9.09452
H 2.37633 -0.48457 8.52484
H 1.83273 0.37998 6.43636
H 1.13518 -1.26546 4.54038
H 0.83137 -3.58411 4.95094
H 1.01584 -4.39379 7.25385
C -6.96948 -3.74158 -1.97883
C -6.73533 -3.93297 -0.62913
C -7.03263 -5.10315 0.02716
C -7.62380 -6.16568 -0.66438
C -7.69160 -6.04236 -2.03566
C -7.42182 -4.84756 -2.67599
H -6.86975 -2.71418 -2.29651
H -6.48136 -3.07018 -0.03122
H -6.82602 -5.13240 1.08681
H -7.86801 -7.12597 -0.23473
H -8.07278 -6.87491 -2.60834
H -7.66739 -4.72445 -3.72047
C -4.65145 -3.05916 4.75290
C -6.12287 -2.90725 5.12042
O -6.82272 -4.07702 5.49647
H -4.03650 -2.90053 5.63877
H -4.31717 -2.37636 3.97179
H -4.44438 -4.06775 4.39518
H -6.73476 -2.51774 4.30680
H -6.23094 -2.10831 5.85399
H -6.27850 -4.59650 6.09277
*
```

For the HOMO-LUMO gap, the calculation gives 9.203 eV. The highest occupied orbital energy is -9.17 eV.

=====

Energy relative to the best compared isomer or geometry (same formula, charge and spin) for every record listed, in sequence, given in kJ/mol: 461.8; 2.9; 396.2.